No. 1
C20H8BrCl64F3GaO3 | ωB97M-V with the def2-TZVPD basis set

Properties
- 2S+1 = 1
- lowest unoccupied orbital energy (eV) = 1.4
- net charge = -1
- HOMO level (Ha) = -0.194
- DFT total energy (eV) = -959014.18029

Positions of all 100 atoms, in Å:
O: 0.903 0.588 -0.696
O: 0.292 -0.170 -1.698
C: -1.139 -0.175 -1.483
Ga: -1.669 -1.857 -0.441
Br: -2.268 -1.467 1.883
C: -0.185 -3.231 -0.711
C: 0.808 -3.347 0.433
O: 0.947 -2.159 1.179
C: 2.140 -3.827 -0.095
F: 1.984 -4.990 -0.656
F: 2.681 -3.030 -0.947
F: 3.028 -3.988 0.865
H: 0.795 0.081 0.123
H: -1.560 -0.209 -2.477
H: -1.465 0.752 -1.026
H: -2.980 -2.453 -1.143
H: -0.594 -4.209 -0.904
H: 0.349 -2.942 -1.608
H: 0.484 -4.145 1.091
H: 1.016 -2.392 2.109
C: 5.472 -0.423 -2.631
Cl: 6.293 -1.330 -1.350
Cl: 3.824 -0.011 -2.173
Cl: 6.367 1.076 -2.939
Cl: 5.452 -1.396 -4.111
C: -3.375 -6.777 -0.856
Cl: -5.069 -7.213 -0.587
Cl: -3.184 -6.110 -2.480
Cl: -2.900 -5.578 0.335
Cl: -2.359 -8.219 -0.687
C: 4.245 0.854 2.089
Cl: 5.435 1.186 0.830
Cl: 2.861 1.930 1.901
Cl: 3.711 -0.816 1.923
Cl: 4.968 1.090 3.690
C: -4.993 0.031 -2.977
Cl: -6.378 0.491 -3.989
Cl: -3.569 0.959 -3.456
Cl: -5.356 0.388 -1.287
Cl: -4.680 -1.690 -3.157
C: -0.880 -6.396 3.696
Cl: -1.719 -4.893 4.078
Cl: 0.139 -6.137 2.278
Cl: 0.128 -6.886 5.067
Cl: -2.062 -7.666 3.352
C: -0.617 2.209 4.061
Cl: -0.265 0.757 3.137
Cl: -0.078 3.631 3.154
Cl: -2.357 2.326 4.351
Cl: 0.249 2.146 5.604
C: 1.076 1.936 -5.032
Cl: -0.614 1.439 -4.934
Cl: 1.335 2.777 -6.571
Cl: 1.440 3.035 -3.700
Cl: 2.160 0.544 -4.959
C: -5.763 3.868 3.072
Cl: -4.860 5.265 2.483
Cl: -5.389 3.607 4.781
Cl: -7.497 4.171 2.891
Cl: -5.314 2.438 2.143
C: -8.322 -6.007 2.000
Cl: -6.807 -5.467 2.725
Cl: -9.135 -4.633 1.246
Cl: -7.972 -7.230 0.774
Cl: -9.372 -6.700 3.245
C: 7.836 -3.202 -7.104
Cl: 8.015 -4.735 -7.966
Cl: 8.628 -1.917 -8.026
Cl: 6.121 -2.828 -6.919
Cl: 8.584 -3.329 -5.511
C: 2.861 3.600 8.662
Cl: 1.742 4.695 9.484
Cl: 3.547 4.408 7.249
Cl: 4.160 3.144 9.770
Cl: 1.994 2.153 8.143
C: 7.312 4.249 3.665
Cl: 5.782 4.411 2.804
Cl: 8.324 5.664 3.341
Cl: 6.997 4.138 5.403
Cl: 8.152 2.795 3.125
C: 0.422 6.116 -9.079
Cl: -0.687 6.002 -7.711
Cl: 1.296 4.592 -9.254
Cl: -0.492 6.443 -10.556
Cl: 1.575 7.426 -8.798
C: -8.104 -3.804 6.195
Cl: -9.541 -3.393 5.251
Cl: -6.697 -2.992 5.508
Cl: -8.329 -3.280 7.870
Cl: -7.858 -5.553 6.154
C: 7.782 3.064 -6.531
Cl: 7.929 1.513 -7.361
Cl: 8.530 4.335 -7.510
Cl: 6.076 3.437 -6.280
Cl: 8.597 2.968 -4.967
C: -5.679 9.295 2.024
Cl: -6.533 10.766 1.542
Cl: -4.406 9.704 3.178
Cl: -6.813 8.172 2.776
Cl: -4.960 8.537 0.600

Atoms 1-2, force components in eV/Å:
0.5 0.9 0.6
-0.2 -0.1 -0.6

=====

No. 2
C2H4N2 | ωB97M-V with the def2-TZVPD basis set

Properties
- 2S+1 = 1
- lowest unoccupied orbital energy (alpha / beta) (eV) = 1.0 / 1.0
- HOMO level (alpha / beta) (Ha) = -0.266 / -0.251
- ΔE to the lowest compared entry with this formula, charge and spin (kJ/mol) = 520.3
- DFT total energy (eV) = -5113.56799

Positions of all 8 atoms, in Å:
C: 0.311 -1.200 0.118
C: -0.264 1.263 -0.160
N: 1.266 -1.337 0.842
N: -1.421 1.266 -0.562
H: -0.407 -1.630 -0.585
H: 0.617 1.951 -0.292
H: 1.786 -2.066 1.282
H: -1.733 1.959 -1.175

Atoms 1-2, force components in eV/Å:
0.3 2.3 -0.1
1.2 -1.5 0.1

=====

No. 3
C5H10O2 | ωB97M-V with the def2-TZVPD basis set

Properties
- 2S+1 = 1
- lowest unoccupied orbital energy (eV) = 0.8
- HOMO level (Ha) = -0.332
- ΔE to the lowest compared entry with this formula, charge and spin (kJ/mol) = 251.9
- DFT total energy (eV) = -9440.43240
- SMILES = C=C/C=C/CO.O

Positions of all 17 atoms, in Å:
C: 1.325 0.548 -0.681
C: 2.565 0.922 -0.367
C: -1.456 -1.762 0.688
O: -0.951 -2.020 1.983
C: -0.613 -0.878 -0.181
C: 0.538 -0.324 0.197
H: 0.935 0.968 -1.597
H: 3.096 0.593 0.517
H: 3.165 1.609 -0.934
H: -1.699 -2.741 0.265
H: -2.403 -1.221 0.843
H: -0.324 -1.341 2.252
H: -1.053 -0.668 -1.160
H: 1.054 -0.608 1.112
H: -0.879 2.011 -1.776
H: -1.015 2.887 -0.555
O: -0.877 2.945 -1.510

Atoms 1-2, force components in eV/Å:
0.8 0.4 0.5
0.2 0.0 0.3

=====

No. 4
C4H7N3 | ωB97M-V with the def2-TZVPD basis set

Properties
- 2S+1 = 1
- lowest unoccupied orbital energy (eV) = 0.4
- HOMO level (Ha) = -0.315
- ΔE to the lowest compared entry with this formula, charge and spin (kJ/mol) = 499.0
- DFT total energy (eV) = -8726.50720

Positions of all 14 atoms, in Å:
C: 0.460 -0.023 -1.005
C: -1.297 -0.029 1.152
C: -0.613 -1.329 0.726
C: 0.064 -1.197 -0.644
N: 0.770 0.986 -1.655
N: 1.651 1.924 -1.188
N: 1.856 2.358 -0.121
H: -0.761 0.845 0.803
H: -1.352 0.134 2.224
H: -2.263 -0.111 0.594
H: 0.214 -1.493 1.417
H: -1.235 -2.251 0.862
H: 0.481 -2.120 -0.976
H: 2.026 2.308 -2.189

Atoms 1-2, force components in eV/Å:
1.0 0.5 -1.7
-1.0 -0.7 -1.2

=====

No. 5
C10H15ClN | ωB97M-V with the def2-TZVPD basis set

Properties
- 2S+1 = 1
- lowest unoccupied orbital energy (eV) = -4.2
- net charge = +1
- HOMO level (Ha) = -0.532
- ΔE to the lowest compared entry with this formula, charge and spin (kJ/mol) = 93.4
- DFT total energy (eV) = -24617.67470
- SMILES = CC(C)(C)[C@H](Cl)[n+]1ccccc1

Positions of all 27 atoms, in Å:
C: -3.699 -0.212 -0.004
C: -3.133 -0.005 -1.238
C: -2.797 -0.073 1.097
C: -1.820 0.240 -1.413
C: -1.495 0.221 0.857
C: 2.859 -0.173 -0.767
C: 2.101 0.489 1.536
C: 0.924 -1.318 0.235
C: 0.694 0.904 -0.704
C: 1.584 -0.008 0.183
N: -0.988 0.362 -0.413
Cl: 0.701 2.579 -0.322
H: -4.734 -0.437 0.222
H: -3.759 0.131 -2.170
H: -3.004 -0.238 2.188
H: -1.343 0.457 -2.374
H: -0.703 0.414 1.649
H: 2.589 -0.751 -1.665
H: 3.217 0.776 -1.056
H: 3.459 -0.838 -0.244
H: 1.220 0.794 2.159
H: 2.552 -0.443 1.810
H: 2.576 1.448 1.363
H: 1.625 -2.133 0.532
H: 0.216 -1.356 1.048
H: 0.382 -1.504 -0.715
H: 0.777 0.673 -1.796

Atoms 1-2, force components in eV/Å:
1.4 0.2 1.9
-3.2 0.2 -2.2

=====

No. 6
C4H10N2O2Sn | ωB97M-V with the def2-TZVPD basis set

Properties
- 2S+1 = 1
- lowest unoccupied orbital energy (eV) = -12.4
- net charge = +2
- HOMO level (Ha) = -0.539
- ΔE to the lowest compared entry with this formula, charge and spin (kJ/mol) = 485.0
- DFT total energy (eV) = -17194.96760

Positions of all 19 atoms, in Å:
Sn: -2.167 3.079 3.543
O: -1.521 3.376 -2.195
C: -1.596 2.794 -3.290
N: -2.211 1.614 -3.240
C: -1.068 3.411 -4.537
H: -2.538 1.410 -2.307
H: -2.145 0.788 -3.819
H: -0.784 2.642 -5.256
H: -0.202 3.992 -4.220
H: -1.748 4.175 -4.913
O: 1.375 -1.396 3.068
C: 1.464 -2.613 3.229
N: 0.481 -3.410 2.969
C: 2.831 -3.084 3.819
H: -0.273 -2.892 2.540
H: 0.616 -4.384 2.741
H: 3.587 -2.826 3.077
H: 2.790 -4.143 4.075
H: 3.109 -2.532 4.716

Atoms 1-2, force components in eV/Å:
0.1 0.0 -0.1
0.1 0.5 -0.4

=====

No. 7
C2H7NO3 | ωB97M-V with the def2-TZVPD basis set

Properties
- 2S+1 = 1
- lowest unoccupied orbital energy (eV) = 0.7
- HOMO level (Ha) = -0.333
- ΔE to the lowest compared entry with this formula, charge and spin (kJ/mol) = 358.6
- DFT total energy (eV) = -9817.24442
- SMILES = COC=O.NO

Positions of all 13 atoms, in Å:
C: 1.730 -0.419 0.263
C: -0.541 -1.298 0.142
O: 0.454 -0.531 0.900
O: -0.402 -1.637 -1.010
H: -1.287 -1.660 0.861
H: 1.658 -0.426 -0.829
H: 2.373 -1.238 0.594
H: 2.177 0.534 0.557
N: -1.523 1.801 -0.625
O: -1.580 0.871 0.479
H: -0.619 0.797 0.908
H: -0.527 1.921 -0.825
H: -1.913 1.284 -1.414

Atoms 1-2, force components in eV/Å:
0.3 0.2 -0.2
1.9 -0.3 -0.6

=====

No. 8
C3H9N2OP | ωB97M-V with the def2-TZVPD basis set

Properties
- 2S+1 = 1
- lowest unoccupied orbital energy (eV) = 0.8
- HOMO level (Ha) = -0.328
- ΔE to the lowest compared entry with this formula, charge and spin (kJ/mol) = 280.4
- DFT total energy (eV) = -17571.30702

Positions of all 16 atoms, in Å:
C: 1.007 0.470 -2.002
C: -0.199 -1.796 1.188
C: -0.292 -0.522 0.218
N: 1.117 -0.411 -1.027
N: -0.572 0.664 0.961
O: 0.237 1.408 -2.056
P: -1.476 1.908 0.262
H: 1.811 0.278 -2.789
H: 0.749 -1.824 1.926
H: -1.181 -1.746 1.589
H: -0.073 -2.631 0.516
H: -1.064 -0.721 -0.527
H: 1.673 -1.257 -0.999
H: 0.119 0.991 1.621
H: -1.281 2.559 1.543
H: -0.574 2.630 -0.424

Atoms 1-2, force components in eV/Å:
1.7 -0.3 -1.2
3.4 1.7 -1.4

=====

No. 9
C6H12O2 | ωB97M-V with the def2-TZVPD basis set

Properties
- 2S+1 = 2
- lowest unoccupied orbital energy (alpha / beta) (eV) = 3.9 / 3.7
- net charge = -1
- HOMO level (alpha / beta) (Ha) = 0.004 / -0.112
- ΔE to the lowest compared entry with this formula, charge and spin (kJ/mol) = 71.3
- DFT total energy (eV) = -10509.51840

Positions of all 20 atoms, in Å:
C: -1.991 1.356 0.434
C: -0.999 0.575 -0.362
C: -1.297 0.154 -1.644
C: 2.678 -0.387 0.299
O: 3.780 0.416 -0.157
C: 1.422 0.031 -0.365
C: 0.209 0.167 0.285
H: -2.837 1.672 -0.172
H: -1.560 2.195 0.977
H: -2.430 0.766 1.254
H: -2.237 0.313 -2.157
H: -0.635 -0.465 -2.237
H: 2.915 -1.456 0.134
H: 2.547 -0.351 1.383
H: 4.578 0.029 0.216
H: 1.528 0.362 -1.402
H: 0.202 0.195 1.377
H: -2.717 -2.024 0.793
H: -1.360 -1.590 0.279
O: -1.797 -1.957 1.066

Atoms 1-2, force components in eV/Å:
-0.6 -0.4 0.8
0.6 -0.9 0.0

=====

No. 10
C4H11N2OS | ωB97M-V with the def2-TZVPD basis set

Properties
- 2S+1 = 1
- lowest unoccupied orbital energy (eV) = -3.3
- net charge = +1
- HOMO level (Ha) = -0.477
- ΔE to the lowest compared entry with this formula, charge and spin (kJ/mol) = 83.6
- DFT total energy (eV) = -20182.80660

Positions of all 19 atoms, in Å:
C: 0.449 1.686 -0.972
C: 0.707 3.125 -0.911
C: 0.084 -1.547 1.534
C: -0.187 -2.373 0.304
N: -0.757 1.131 -1.008
N: -0.739 -3.562 0.451
O: 1.491 0.939 -1.087
S: 0.094 -1.890 -1.290
H: 0.327 3.453 0.131
H: 1.812 3.346 -1.211
H: 0.226 3.496 -1.771
H: -0.815 -0.837 1.601
H: 0.990 -0.835 1.590
H: 0.302 -2.163 2.328
H: -1.592 1.565 -0.718
H: -1.159 -3.767 1.377
H: 1.196 -0.077 -1.247
H: -0.793 -4.196 -0.301
H: -0.922 0.063 -1.228

Atoms 1-2, force components in eV/Å:
-0.2 -1.6 -0.4
1.7 0.2 1.5

=====

No. 11
C15H36BrNO13S4 | ωB97M-V with the def2-TZVPD basis set

Properties
- 2S+1 = 1
- lowest unoccupied orbital energy (eV) = 0.2
- HOMO level (Ha) = -0.361
- DFT total energy (eV) = -157628.04483
- SMILES = C[C@H](Br)C[C@@H]1OS(=O)(=O)O[C@H]1CN.CCOS(C)(=O)=O.CCOS(C)(=O)=O.CCOS(C)(=O)=O

Positions of all 70 atoms, in Å:
C: 3.590 0.187 0.260
C: 2.215 -0.358 -0.033
Br: 2.134 -0.824 -1.948
C: 1.123 0.656 0.266
C: -0.109 0.095 0.941
O: -0.034 -1.258 1.392
S: -1.061 -2.212 0.656
O: -0.580 -2.695 -0.553
O: -1.476 -3.107 1.636
O: -2.114 -1.073 0.305
C: -1.409 0.178 0.131
C: -2.350 1.287 0.522
N: -3.009 1.853 -0.666
H: 4.288 -0.637 0.294
H: 3.577 0.651 1.236
H: 3.896 0.902 -0.484
H: 2.099 -1.287 0.497
H: 1.544 1.403 0.923
H: 0.840 1.168 -0.640
H: -0.320 0.693 1.819
H: -1.153 0.302 -0.920
H: -3.098 0.873 1.186
H: -1.837 2.087 1.046
H: -3.097 1.148 -1.388
H: -3.945 2.164 -0.442
O: 1.872 1.281 3.618
S: 1.972 1.117 5.039
O: 3.156 0.567 5.615
O: 0.705 0.301 5.538
C: 0.464 -0.977 4.906
C: 1.411 -2.065 5.373
C: 1.594 2.636 5.842
H: 0.506 -0.855 3.823
H: -0.558 -1.244 5.164
H: 2.438 -1.851 5.084
H: 1.124 -3.019 4.931
H: 1.387 -2.152 6.459
H: 0.681 3.044 5.419
H: 2.433 3.304 5.659
H: 1.488 2.449 6.907
O: -2.688 -7.232 -5.307
S: -2.367 -5.842 -5.207
O: -1.021 -5.399 -5.379
O: -2.940 -5.284 -3.834
C: -2.543 -5.954 -2.616
C: -1.116 -5.650 -2.207
C: -3.413 -4.911 -6.273
H: -2.712 -7.027 -2.722
H: -3.232 -5.589 -1.856
H: -0.403 -6.050 -2.926
H: -0.904 -6.095 -1.235
H: -0.955 -4.576 -2.147
H: -4.441 -5.230 -6.127
H: -3.089 -5.119 -7.290
H: -3.291 -3.856 -6.048
O: 1.859 3.419 -1.336
S: 1.925 4.706 -1.958
O: 2.778 5.718 -1.422
O: 0.447 5.275 -2.096
C: -0.360 5.348 -0.902
C: 0.056 6.473 0.025
C: 2.257 4.522 -3.674
H: -0.345 4.383 -0.393
H: -1.375 5.512 -1.257
H: 1.052 6.305 0.434
H: -0.644 6.548 0.857
H: 0.077 7.422 -0.510
H: 1.592 3.767 -4.085
H: 3.293 4.205 -3.761
H: 2.115 5.482 -4.161

Atoms 1-2, force components in eV/Å:
-0.1 -0.3 0.1
0.2 0.4 -0.5

=====

No. 12
C5H4Br2S | ωB97M-V with the def2-TZVPD basis set

Properties
- 2S+1 = 1
- lowest unoccupied orbital energy (eV) = 0.7
- HOMO level (Ha) = -0.331
- ΔE to the lowest compared entry with this formula, charge and spin (kJ/mol) = 76.2
- DFT total energy (eV) = -156168.36136
- SMILES = BrCc1cscc1Br

Positions of all 12 atoms, in Å:
C: -0.197 -1.124 -0.913
C: 2.058 -0.724 0.009
C: -0.152 -0.021 -0.163
C: 1.172 0.212 0.435
C: -1.626 0.855 0.385
S: 1.413 -1.729 -1.147
Br: 1.386 1.574 1.692
Br: -2.512 1.593 -1.163
H: -1.078 -1.391 -1.432
H: 3.049 -0.606 0.279
H: -1.421 1.468 1.252
H: -2.093 -0.107 0.765

Atoms 1-2, force components in eV/Å:
1.0 0.7 -0.5
-0.9 2.1 0.6

=====

No. 13
C60H42O9PS | ωB97M-V with the def2-TZVPD basis set

Properties
- 2S+1 = 1
- lowest unoccupied orbital energy (eV) = -3.6
- net charge = +1
- HOMO level (Ha) = -0.420
- DFT total energy (eV) = -101446.16386

Positions of all 113 atoms, in Å:
C: -1.222 -0.503 -0.892
C: -0.486 -0.980 0.152
C: 1.002 -1.191 0.140
S: 1.540 -1.659 1.833
P: 1.190 0.082 3.157
C: 1.630 1.486 2.088
O: -0.415 0.195 3.365
H: -1.977 -1.128 -1.361
H: -1.138 0.532 -1.225
H: -1.020 -1.275 1.058
H: 1.285 -2.019 -0.508
H: 1.611 -0.316 -0.108
H: 0.608 -2.553 2.216
H: 2.420 1.223 1.385
H: 1.927 2.320 2.720
H: 0.772 1.809 1.490
H: -0.842 0.603 2.595
C: 6.742 -4.962 -6.680
C: 5.622 -5.503 -7.302
C: 4.464 -5.727 -6.577
C: 4.424 -5.422 -5.223
C: 5.557 -4.898 -4.593
C: 6.711 -4.660 -5.329
C: 5.555 -4.603 -3.135
O: 6.529 -4.141 -2.581
C: 4.312 -4.898 -2.360
C: 4.304 -4.683 -0.988
C: 3.157 -4.939 -0.257
C: 2.008 -5.402 -0.894
C: 2.014 -5.623 -2.260
C: 3.168 -5.379 -2.996
C: 3.165 -5.654 -4.465
O: 2.162 -6.056 -5.013
H: 7.643 -4.780 -7.251
H: 5.653 -5.748 -8.355
H: 3.588 -6.143 -7.056
H: 7.581 -4.244 -4.839
H: 5.199 -4.320 -0.500
H: 3.156 -4.778 0.815
H: 1.109 -5.598 -0.321
H: 1.129 -5.989 -2.764
C: -7.232 -6.234 4.833
C: -8.220 -5.369 4.376
C: -7.935 -4.028 4.179
C: -6.661 -3.545 4.449
C: -5.674 -4.410 4.929
C: -5.962 -5.757 5.109
C: -4.314 -3.909 5.266
O: -3.448 -4.655 5.673
C: -4.040 -2.451 5.095
C: -2.794 -1.949 5.455
C: -2.520 -0.603 5.286
C: -3.484 0.247 4.752
C: -4.727 -0.247 4.399
C: -5.012 -1.596 4.575
C: -6.368 -2.104 4.214
O: -7.202 -1.359 3.745
H: -7.456 -7.282 4.978
H: -9.214 -5.743 4.172
H: -8.698 -3.352 3.819
H: -5.191 -6.424 5.470
H: -2.049 -2.616 5.866
H: -1.554 -0.211 5.570
H: -3.265 1.299 4.616
H: -5.484 0.408 3.989
C: -4.866 4.754 -5.971
C: -3.574 4.460 -5.549
C: -3.369 3.784 -4.358
C: -4.456 3.407 -3.579
C: -5.753 3.721 -3.994
C: -5.953 4.386 -5.196
C: -6.934 3.368 -3.156
O: -8.058 3.634 -3.516
C: -6.689 2.681 -1.854
C: -7.768 2.388 -1.030
C: -7.563 1.738 0.175
C: -6.278 1.370 0.560
C: -5.198 1.666 -0.256
C: -5.397 2.329 -1.461
C: -4.221 2.666 -2.312
O: -3.097 2.343 -1.972
H: -5.024 5.276 -6.906
H: -2.726 4.759 -6.151
H: -2.367 3.548 -4.027
H: -6.959 4.616 -5.517
H: -8.765 2.672 -1.337
H: -8.404 1.513 0.817
H: -6.122 0.855 1.500
H: -4.196 1.386 0.040
C: 3.988 8.220 0.803
C: 3.089 7.224 1.165
C: 3.533 5.928 1.365
C: 4.877 5.618 1.195
C: 5.775 6.616 0.810
C: 5.328 7.918 0.625
C: 7.214 6.304 0.577
O: 7.993 7.171 0.249
C: 7.662 4.894 0.752
C: 8.985 4.568 0.490
C: 9.423 3.265 0.660
C: 8.543 2.284 1.101
C: 7.221 2.602 1.360
C: 6.772 3.905 1.179
C: 5.341 4.224 1.431
O: 4.568 3.364 1.816
H: 3.642 9.234 0.655
H: 2.041 7.461 1.293
H: 2.838 5.151 1.652
H: 6.032 8.687 0.340
H: 9.666 5.336 0.150
H: 10.454 3.012 0.450
H: 8.889 1.268 1.240
H: 6.531 1.843 1.700

Atoms 1-2, force components in eV/Å:
0.3 0.4 0.4
-0.5 0.0 -0.2